[1]
112
Properties=species:S:1:pos:R:3 method="wB97M-V/def2-TZVPD" charge=-2 lumo_ev=3.752 molar_mass_da=894.1 homo_lumo_gap_ev=5.517
Rb -0.021 0.458 0.439
C -2.431 2.595 3.132
C -2.954 1.196 3.284
C -3.941 0.708 4.174
C -4.047 -0.636 3.880
C -4.929 -1.673 4.504
N -3.172 -0.900 2.884
N -2.502 0.221 2.520
B -2.958 -2.229 2.139
N -1.493 -2.729 2.434
N -0.488 -1.813 2.545
C 0.504 -2.404 3.189
C 1.724 -1.641 3.600
C 0.167 -3.739 3.492
C -1.117 -3.900 3.019
C -1.966 -5.128 3.118
N -3.348 -2.013 0.634
N -3.890 -0.837 0.207
C -4.428 -1.081 -0.974
C -5.139 0.004 -1.726
C -4.239 -2.427 -1.342
C -3.548 -2.983 -0.289
C -3.075 -4.386 -0.107
H -3.047 3.294 3.701
H -2.445 2.896 2.083
H -1.398 2.684 3.479
H -4.491 1.257 4.926
H -5.535 -1.208 5.282
H -4.344 -2.479 4.953
H -5.598 -2.125 3.768
H -3.713 -3.068 2.581
H 1.728 -0.653 3.138
H 2.642 -2.162 3.322
H 1.737 -1.508 4.685
H 0.761 -4.476 4.014
H -1.561 -5.781 3.893
H -1.978 -5.685 2.181
H -2.999 -4.883 3.370
H -4.539 0.914 -1.742
H -6.099 0.239 -1.259
H -5.324 -0.304 -2.758
H -4.545 -2.917 -2.257
H -3.361 -4.985 -0.971
H -3.510 -4.832 0.790
H -1.986 -4.422 -0.005
C 1.065 3.904 4.053
C 0.572 5.038 3.411
C 0.546 5.065 2.025
C 1.048 3.981 1.283
C 1.508 2.787 1.883
C 1.460 2.804 3.294
C 1.153 4.120 -0.205
C 1.333 5.408 -0.806
C 1.460 5.527 -2.154
C 1.452 4.368 -2.965
C 1.631 4.388 -4.370
C 1.690 3.218 -5.077
C 1.567 1.977 -4.409
C 1.365 1.938 -3.060
C 1.299 3.133 -2.297
N 1.126 3.039 -0.948
H 1.116 3.881 5.138
H 0.194 5.880 3.981
H 0.098 5.921 1.525
H 1.767 1.910 3.842
H 1.395 6.283 -0.173
H 1.599 6.499 -2.620
H 1.743 5.345 -4.870
H 1.846 3.238 -6.150
H 1.647 1.049 -4.966
H 1.268 0.992 -2.542
C 3.917 -0.486 -0.963
P 3.075 -1.089 0.561
C 2.929 -2.881 0.190
C 4.532 -1.027 1.680
C 5.367 -2.095 1.994
C 6.465 -1.915 2.832
C 6.740 -0.664 3.368
C 5.900 0.406 3.077
C 4.801 0.224 2.249
H 4.835 -1.038 -1.174
H 4.144 0.575 -0.834
H 3.240 -0.593 -1.810
H 3.873 -3.331 -0.129
H 2.213 -2.980 -0.623
H 2.541 -3.402 1.070
H 5.164 -3.083 1.597
H 7.106 -2.756 3.065
H 7.602 -0.525 4.010
H 6.097 1.382 3.506
H 4.120 1.051 2.047
C -1.957 2.406 -6.562
C -2.911 2.041 -5.414
C -2.348 0.960 -4.546
N -1.765 1.161 -3.422
N -1.275 0.023 -2.820
C -1.473 -1.055 -3.526
N -1.077 -2.309 -3.185
S -2.335 -0.721 -5.023
H -2.357 3.235 -7.152
H -1.804 1.551 -7.225
H -0.987 2.701 -6.157
H -3.875 1.723 -5.817
H -3.074 2.911 -4.777
H -0.100 -2.361 -2.852
H -1.262 -3.011 -3.881
B 3.298 -1.748 -5.097
C 2.375 -2.102 -3.859
N 1.680 -2.347 -2.968
H 3.917 -2.747 -5.419
H 4.053 -0.852 -4.764
H 2.563 -1.383 -6.002

[2]
64
Properties=species:S:1:pos:R:3 method="wB97M-V/def2-TZVPD" multiplicity=4 lumo_ev="0.314 / 0.314" s_squared=3.759 molar_mass_da=604.7 de_lowest_kcal_mol=107.8 homo_lumo_gap_ev="5.968 / 5.970"
O -3.041 1.415 -1.724
C -2.766 0.281 -2.081
C -3.443 -1.021 -1.866
C -3.531 -1.764 -0.662
H -2.764 -1.612 0.122
C -4.572 -2.694 -0.531
H -4.760 -3.156 0.449
C -5.358 -2.986 -1.664
H -6.198 -3.672 -1.542
C -5.063 -2.469 -2.938
H -5.665 -2.719 -3.827
C -4.020 -1.541 -3.041
H -3.712 -1.137 -4.013
H -1.899 0.153 -2.763
C 0.647 -0.451 -2.981
C 0.342 -1.200 -1.766
H 0.422 -1.041 -3.871
H 1.707 -0.280 -2.940
H 0.128 0.511 -3.043
C -0.198 -2.409 -1.649
C 0.472 -3.552 -2.402
H -1.115 -2.607 -1.100
H -0.158 -4.075 -3.151
H 0.867 -4.229 -1.628
H 1.343 -3.088 -2.918
Nd 1.085 -0.613 0.245
Cl -0.432 -2.223 1.660
Cl 3.213 -1.955 -0.475
C 2.664 -1.163 2.852
O 2.290 -0.088 2.290
N 3.770 -1.253 3.556
C 4.605 -0.065 3.693
C 4.289 -2.534 4.021
H 2.076 -2.069 2.711
H 4.058 0.758 3.237
H 5.565 -0.207 3.180
H 4.794 0.148 4.748
H 3.587 -3.329 3.746
H 4.403 -2.521 5.111
H 5.261 -2.741 3.554
H 3.377 4.212 -1.195
H 1.068 5.549 -1.486
C 2.888 3.493 -1.863
C 0.708 4.675 -2.035
N 1.445 3.495 -1.622
H 3.308 2.501 -1.707
C 0.835 2.481 -1.032
O 1.467 1.439 -0.667
H -0.355 4.528 -1.834
H -0.255 2.571 -0.886
H 3.051 3.824 -2.893
H 0.862 4.838 -3.102
C -2.805 0.542 2.110
C -1.620 1.404 2.267
N -0.402 1.278 1.749
C 0.342 2.355 2.238
C -0.452 3.147 3.032
N -1.692 2.525 3.037
H -2.532 -0.485 2.392
H -3.626 0.907 2.744
H -3.128 0.554 1.058
H 1.390 2.481 1.987
H -0.248 4.060 3.567
H -2.519 2.825 3.542

[3]
60
Properties=species:S:1:pos:R:3 method="wB97M-V/def2-TZVPD" multiplicity=3 charge=+2 lumo_ev="-7.598 / -7.073" s_squared=2.033 molar_mass_da=877.2 de_lowest_kcal_mol=2.8 homo_lumo_gap_ev="6.035 / 6.693"
W 0.103 -0.286 -0.207
F -5.053 2.532 4.399
C -3.951 2.225 3.752
C -4.011 1.417 2.626
F -5.178 0.954 2.198
C -2.849 1.095 1.951
F -2.964 0.319 0.866
C -1.604 1.556 2.361
S -0.051 1.224 1.594
C -1.573 2.367 3.497
F -0.415 2.835 3.940
C -2.724 2.704 4.190
F -2.655 3.473 5.257
O 1.662 -1.271 1.019
C 3.027 -1.484 0.534
C 3.880 -0.267 0.818
C 3.233 1.038 0.332
C 2.877 0.998 -1.125
C 3.863 1.275 -2.063
C 3.579 1.242 -3.414
C 2.286 0.934 -3.812
C 1.352 0.654 -2.845
N 1.621 0.670 -1.516
H 1.674 -1.004 1.948
H 2.904 -1.686 -0.530
H 3.412 -2.382 1.014
H 4.854 -0.427 0.350
H 4.069 -0.186 1.892
H 3.918 1.870 0.497
H 2.353 1.262 0.934
H 4.852 1.533 -1.711
H 4.348 1.457 -4.144
H 1.999 0.906 -4.852
H 0.341 0.400 -3.127
C -1.672 2.572 -1.246
C -2.101 1.279 -1.855
C -3.237 1.253 -2.688
C -3.634 0.099 -3.301
C -2.872 -1.079 -3.142
C -3.117 -2.323 -3.788
Br -4.598 -2.519 -4.918
C -2.271 -3.383 -3.599
C -1.130 -3.262 -2.775
Br 0.026 -4.717 -2.577
C -0.869 -2.079 -2.133
O 0.236 -1.838 -1.389
C -1.763 -1.002 -2.293
N -1.415 0.161 -1.626
H -1.865 3.380 -1.949
H -0.616 2.581 -0.980
H -2.251 2.779 -0.343
H -3.786 2.172 -2.835
H -4.511 0.086 -3.936
H -2.458 -4.325 -4.095
C -2.166 -3.651 2.187
C -1.599 -2.518 1.481
N -1.160 -1.627 0.911
H -1.393 -4.407 2.324
H -2.981 -4.061 1.591
H -2.542 -3.324 3.155

[4]
45
Properties=species:S:1:pos:R:3 method="wB97M-V/def2-TZVPD" lumo_ev=-0.208 molar_mass_da=270.2 de_lowest_kcal_mol=63.8 homo_lumo_gap_ev=10.572
O -0.797 -1.067 1.252
H -0.843 -0.329 1.871
H -1.619 -1.412 0.927
O 3.006 1.755 -2.202
H 3.420 1.012 -1.795
H 2.229 1.418 -2.661
O -0.200 0.506 3.411
H -0.451 0.913 4.255
H 0.030 1.226 2.811
O 0.065 3.387 -3.537
H 0.020 3.091 -4.466
H -0.843 3.727 -3.559
O -2.632 -3.463 0.334
H -2.757 -3.282 -0.610
H -2.915 -4.376 0.450
O 0.429 -0.038 -4.423
H 0.344 0.747 -4.980
H 0.647 -0.739 -5.048
O -1.462 3.144 3.612
H -1.860 3.142 2.725
H -0.825 3.861 3.511
O 1.249 -2.977 3.346
H 1.082 -2.142 2.800
H 1.766 -3.523 2.724
O -0.483 -1.553 -2.711
H -0.020 -1.966 -1.989
H -0.282 -0.602 -2.622
O 3.135 -0.472 0.087
H 3.287 -0.075 -0.765
H 2.552 -1.273 0.018
O 2.715 1.335 2.837
H 2.522 0.447 3.148
H 3.235 1.280 2.031
O -4.134 -0.883 2.557
H -4.002 -1.161 1.643
H -3.361 -1.309 2.970
O 0.349 1.117 -0.528
H 0.635 1.025 0.385
H 1.029 1.638 -0.995
O 1.131 -1.906 -0.069
H 0.759 -0.989 0.083
H 0.657 -2.549 0.466
O -2.562 1.087 -2.153
H -2.644 1.214 -3.103
H -1.601 1.013 -2.036

[5]
7
Properties=species:S:1:pos:R:3 method="wB97M-V/def2-TZVPD" lumo_ev=-2.193 molar_mass_da=192.3 de_lowest_kcal_mol=27.9 homo_lumo_gap_ev=6.926
P -0.495 0.345 0.755
S -1.180 1.683 -0.781
S -2.711 2.625 0.282
S -4.257 1.308 0.138
S -3.822 0.037 1.589
S -1.823 -1.206 0.462
H 0.314 0.074 -0.350

[6]
49
Properties=species:S:1:pos:R:3 method="wB97M-V/def2-TZVPD" charge=+1 lumo_ev=-2.970 molar_mass_da=346.4 de_lowest_kcal_mol=156.1 homo_lumo_gap_ev=9.775
C 1.002 -1.682 1.475
C 2.395 -1.918 0.892
C 3.452 -1.198 1.731
C 2.433 -1.634 -0.641
C 3.429 -0.608 -1.192
C 3.562 -0.758 -2.726
C 3.068 0.855 -0.869
O 2.013 1.002 0.120
N 0.793 1.261 -0.412
C 0.245 0.875 -1.593
N -0.996 1.298 -1.672
N -1.187 1.926 -0.514
O -2.341 2.541 -0.196
C -3.492 2.023 -1.007
O -3.918 2.743 -1.828
C -3.942 0.701 -0.533
C -3.981 -0.358 -1.440
C -4.431 -1.595 -1.008
C -4.839 -1.767 0.309
C -4.801 -0.705 1.205
C -4.342 0.536 0.790
C -0.139 1.936 0.294
C -0.037 2.518 1.648
C -1.213 2.115 2.544
O -1.820 2.918 3.178
H 0.925 -2.046 2.498
H 0.745 -0.619 1.465
H 0.249 -2.202 0.877
H 2.583 -2.988 1.009
H 3.554 -1.705 2.692
H 3.163 -0.169 1.958
H 4.440 -1.203 1.274
H 1.420 -1.398 -0.981
H 2.686 -2.577 -1.129
H 4.417 -0.799 -0.781
H 4.547 -0.453 -3.074
H 2.803 -0.186 -3.262
H 3.438 -1.802 -3.015
H 3.914 1.372 -0.417
H 2.792 1.419 -1.760
H 0.770 0.308 -2.342
H -3.672 -0.192 -2.463
H -4.478 -2.423 -1.703
H -5.195 -2.736 0.632
H -5.128 -0.842 2.226
H -4.318 1.370 1.481
H -0.029 3.609 1.585
H 0.906 2.202 2.099
H -1.444 1.035 2.577

[7]
62
Properties=species:S:1:pos:R:3 method="wB97M-V/def2-TZVPD" charge=+1 lumo_ev=-4.882 molar_mass_da=472.6 homo_lumo_gap_ev=6.619
C 1.770 -3.201 0.530
C 2.163 -2.064 1.462
C 1.923 -2.500 2.908
N 3.547 -1.610 1.264
C 3.564 -0.337 1.042
S 5.089 0.516 1.045
C 5.996 -0.860 1.939
C 7.460 -0.613 1.929
N 8.599 -0.365 1.885
C 2.164 0.337 0.976
C 2.002 1.320 2.131
C 1.884 1.010 -0.353
N 1.333 -0.852 1.141
C -0.020 -0.910 1.239
C -0.934 0.075 0.886
C -1.772 0.741 1.963
H 2.457 -4.046 0.661
H 0.742 -3.522 0.749
H 1.806 -2.852 -0.509
H 2.603 -3.323 3.166
H 2.103 -1.673 3.611
H 0.888 -2.851 3.028
H 5.646 -0.892 2.977
H 5.767 -1.820 1.440
H 2.790 2.083 2.065
H 1.026 1.830 2.091
H 2.120 0.816 3.103
H 2.687 1.729 -0.583
H 1.839 0.268 -1.163
H 0.938 1.564 -0.313
H -0.364 -1.880 1.647
H -0.705 0.665 -0.001
H -2.577 1.355 1.506
H -2.244 -0.058 2.556
H -1.142 1.418 2.623
F -3.546 5.918 -2.212
C -4.489 5.057 -1.736
F -4.912 5.557 -0.517
F -5.563 5.150 -2.581
C -3.961 3.655 -1.586
C -4.707 2.767 -0.830
C -4.187 1.517 -0.554
C -2.910 1.111 -1.025
C -2.371 -0.201 -0.640
C -1.834 -1.123 -1.624
C -1.401 -2.407 -1.208
C -0.834 -3.316 -2.097
C -0.636 -2.960 -3.447
C -1.115 -1.721 -3.899
C -1.748 -0.837 -3.020
C -2.210 2.022 -1.849
C -2.737 3.286 -2.134
H -5.710 3.042 -0.455
H -4.763 0.806 0.032
H -2.954 -0.672 0.165
H -1.497 -2.673 -0.138
H -0.472 -4.281 -1.731
H -0.064 -3.605 -4.113
H -0.929 -1.419 -4.942
H -2.163 0.091 -3.435
H -1.235 1.745 -2.268
H -2.200 3.994 -2.795

[8]
17
Properties=species:S:1:pos:R:3 method="wB97M-V/def2-TZVPD" charge=+1 lumo_ev=-3.069 molar_mass_da=100.1 de_lowest_kcal_mol=74.6 homo_lumo_gap_ev=10.294
C 3.361 0.456 0.079
C 0.151 0.166 1.381
C 0.119 -1.639 -0.375
C -1.610 1.207 -0.046
N 2.315 0.617 -0.339
N 0.239 -1.037 0.941
N -0.183 1.183 0.340
H 4.343 0.321 0.446
H 0.135 -0.903 -1.174
H 0.948 -2.329 -0.523
H -0.808 -2.211 -0.430
H -1.920 0.234 -0.419
H -2.220 1.458 0.823
H -1.771 1.953 -0.823
H 0.441 -1.719 1.669
H 0.067 2.088 0.748
H 0.445 1.036 -0.472